Molecular formula: C7H11MnNP
Method: DFT, ωB97M-V with the def2-TZVPD basis set

Geometry as ORCA input:
```
! RIJCOSX wB97M-V def2-TZVPD def2/J DEFGRID3
* xyz 0 5
C -0.642 0.720 -1.673
C -1.342 1.956 -1.565
C -0.445 2.950 -1.079
C 0.860 2.374 -1.005
C 0.769 0.974 -1.310
Mn 1.106 -1.913 0.365
P 0.108 -3.938 0.366
H -1.030 -0.267 -1.973
H -2.389 2.085 -1.785
H -0.695 3.960 -0.770
H 1.598 0.223 -1.350
H 1.793 2.870 -0.710
H 1.020 -4.910 -0.193
H -1.043 -4.129 -0.467
H -0.271 -4.555 1.572
C 0.004 0.504 4.256
C 0.277 -0.195 3.023
N 0.518 -0.774 2.044
H -0.931 1.073 4.159
H 0.828 1.202 4.477
H -0.092 -0.209 5.090
*
```

As for the expectation value of S²: 6.07. The calculation puts the frontier orbital gap (spin up / spin down) at 4.71 / 4.69 eV. For the energy relative to the best compared isomer or geometry (same formula, charge and spin), the calculation gives 28.5 kJ/mol. Its largest force on an atom is 2.5 eV Å⁻¹.

Atom charges from the Mulliken analysis, given in e for atoms 1 to 2: -0.4228, -0.6763



Molecular formula: C7H11N
Method: DFT, ωB97M-V with the def2-TZVPD basis set

Geometry as ORCA input:
```
! RIJCOSX wB97M-V def2-TZVPD def2/J DEFGRID3
* xyz 0 1
C 1.557 0.128 0.729
C -1.270 1.039 1.199
C 0.139 0.295 -1.677
C 0.407 -0.554 0.019
C -1.171 0.437 -1.302
C -1.192 -0.012 0.095
C 0.346 -1.929 0.093
N 0.948 0.574 -2.576
H 1.916 0.437 -2.281
H -2.028 0.534 -1.955
H -1.946 -0.788 0.297
H 1.459 1.214 0.725
H 1.671 -0.225 1.757
H 2.485 -0.098 0.197
H 1.094 -2.509 0.626
H -0.470 -2.480 -0.359
H -2.257 1.509 1.153
H -1.140 0.584 2.185
H -0.546 1.845 1.077
*
```

The calculation puts the frontier orbital gap (spin up / spin down) at 5.87 / 5.86 eV. For the energy relative to the best compared isomer or geometry (same formula, charge and spin), the calculation gives 528.7 kJ/mol. Its largest force on an atom is 2.7 eV Å⁻¹.

Atom charges from the Mulliken analysis, given in e for atoms 1 to 2: -1.5778, -1.4115



Molecular formula: C7H11N
Method: DFT, ωB97M-V with the def2-TZVPD basis set

Geometry as ORCA input:
```
! RIJCOSX wB97M-V def2-TZVPD def2/J DEFGRID3
* xyz 0 1
H 2.367 -1.292 -0.805
N 2.460 -0.979 0.156
C 1.511 -0.457 0.810
C 0.294 0.155 0.079
C 0.756 1.466 -0.559
C -0.330 -0.871 -0.960
C -1.771 -0.990 -0.478
C -2.000 -0.264 0.614
C -0.797 0.572 1.023
H 1.542 -0.345 1.824
H 1.800 1.398 -0.926
H 0.721 2.256 0.120
H 0.286 1.754 -1.481
H 0.237 -1.763 -0.925
H -0.309 -0.605 -1.939
H -2.284 -1.770 -0.906
H -2.911 -0.335 1.218
H -1.127 1.686 1.139
H -0.445 0.384 1.995
*
```

The calculation puts the frontier orbital gap at 10.22 eV. For the energy relative to the best compared isomer or geometry (same formula, charge and spin), the calculation gives 241.2 kJ/mol. Its largest force on an atom is 5.2 eV Å⁻¹. The structure (SMILES) is [H]/N=C\C1(C)CC=CC1.

Atom charges from the Mulliken analysis, given in e for atoms 1 to 2: 0.2779, -0.6987



Molecular formula: C7H11N
Method: DFT, ωB97M-V with the def2-TZVPD basis set

Geometry as ORCA input:
```
! RIJCOSX wB97M-V def2-TZVPD def2/J DEFGRID3
* xyz 0 1
C -0.789 0.285 -2.619
C -1.062 1.037 -1.206
C -0.205 0.193 -0.354
C 0.983 0.331 0.123
C 1.127 -0.639 1.218
C -0.166 -1.428 1.267
C -0.978 -0.726 0.492
H -1.062 -0.920 -2.322
H 0.335 0.507 -2.860
H -1.450 0.772 -3.369
H -2.069 0.733 -0.437
H -1.035 2.350 -0.976
H 1.704 0.991 -0.124
H 2.013 -0.924 0.592
H 1.823 -0.659 3.190
H 1.866 1.143 2.375
H -0.216 -2.036 2.067
H -2.080 -1.011 0.384
N 1.263 0.001 2.560
*
```

The calculation puts the frontier orbital gap at 8.95 eV. For the energy relative to the best compared isomer or geometry (same formula, charge and spin), the calculation gives 703.4 kJ/mol. Its largest force on an atom is 5.5 eV Å⁻¹.

Atom charges from the Mulliken analysis, given in e for atoms 1 to 2: -0.8018, -0.3930



Molecular formula: C7H11N
Method: DFT, ωB97M-V with the def2-TZVPD basis set

Geometry as ORCA input:
```
! RIJCOSX wB97M-V def2-TZVPD def2/J DEFGRID3
* xyz 0 1
C 0.541 2.560 -0.787
N -0.393 1.672 -0.030
C -0.219 0.283 0.094
C 0.101 -0.573 -1.165
C 0.248 -1.790 -0.731
C 0.089 -1.731 0.974
C 0.918 -0.481 0.990
C -1.246 -0.669 0.840
H -0.031 3.468 -0.509
H 1.533 2.468 -0.269
H 0.587 2.394 -1.905
H -1.228 1.718 -0.518
H -0.197 -0.214 -2.137
H 0.561 -2.466 -1.414
H -0.064 -2.673 1.516
H 0.900 -0.111 2.055
H 1.906 -0.590 0.197
H -1.658 -0.368 1.800
H -2.150 -0.920 0.105
*
```

The calculation puts the frontier orbital gap at 9.75 eV. For the energy relative to the best compared isomer or geometry (same formula, charge and spin), the calculation gives 552.5 kJ/mol. Its largest force on an atom is 6.8 eV Å⁻¹. The structure (SMILES) is CN[C@]12C=C[C@H](C1)C2.

Atom charges from the Mulliken analysis, given in e for atoms 1 to 2: -0.7951, -0.3666



Molecular formula: C7H11N2
Method: DFT, ωB97M-V with the def2-TZVPD basis set

Geometry as ORCA input:
```
! RIJCOSX wB97M-V def2-TZVPD def2/J DEFGRID3
* xyz 1 1
C 1.290 0.658 1.198
C 1.558 0.237 2.505
C -0.050 -1.161 1.744
C 0.262 -0.242 0.812
C -2.605 0.212 -1.245
C -1.396 0.762 -1.381
C -0.410 -0.261 -1.444
N 0.757 -0.835 2.785
N 0.881 0.192 -2.014
H 1.872 1.395 0.577
H 2.084 0.740 3.349
H -0.742 -1.998 1.498
H -3.479 0.744 -1.197
H -2.634 -0.754 -1.178
H -1.139 1.798 -1.406
H -0.743 -1.186 -1.754
H 0.664 -1.197 3.703
H 1.716 -0.558 -2.043
H 1.223 0.995 -1.506
H 0.892 0.460 -3.003
*
```

The calculation puts the frontier orbital gap at 8.25 eV. For the energy relative to the best compared isomer or geometry (same formula, charge and spin), the calculation gives 567.8 kJ/mol. Its largest force on an atom is 5.7 eV Å⁻¹.

Atom charges from the Mulliken analysis, given in e for atoms 1 to 2: -0.4248, -0.6209



Molecular formula: C7H11N2
Method: DFT, ωB97M-V with the def2-TZVPD basis set

Geometry as ORCA input:
```
! RIJCOSX wB97M-V def2-TZVPD def2/J DEFGRID3
* xyz 1 1
C -2.318 -0.237 1.115
C -1.308 0.621 0.976
C -1.300 1.970 1.626
C -0.135 0.310 0.174
C 0.941 1.093 -0.151
N 1.774 0.339 -0.930
C 1.257 -0.879 -1.096
C 1.860 -1.991 -1.851
N 0.100 -0.905 -0.432
H -3.174 0.019 1.712
H -2.351 -1.208 0.651
H -1.231 2.756 0.877
H -2.210 2.117 2.198
H -0.448 2.065 2.298
H 1.164 2.107 0.107
H 2.651 0.659 -1.318
H 2.560 -2.543 -1.221
H 1.097 -2.685 -2.192
H 2.411 -1.619 -2.712
H -0.519 -1.701 -0.369
*
```

The calculation puts the frontier orbital gap at 9.78 eV. For the energy relative to the best compared isomer or geometry (same formula, charge and spin), the calculation gives 0.0 kJ/mol. Its largest force on an atom is 1.0 eV Å⁻¹. The structure (SMILES) is C=C(C)c1c[nH]c(C)[nH+]1.

Atom charges from the Mulliken analysis, given in e for atoms 1 to 2: -1.2789, 1.1302



Molecular formula: C7H11N2O
Method: DFT, ωB97M-V with the def2-TZVPD basis set

Geometry as ORCA input:
```
! RIJCOSX wB97M-V def2-TZVPD def2/J DEFGRID3
* xyz 1 1
C -3.003 -0.025 0.923
C -2.290 -0.347 -0.373
C -1.199 0.698 -0.548
C 0.097 0.523 -0.096
C 1.115 1.491 0.024
N 2.449 1.263 0.234
C 2.736 -0.006 0.330
C 4.132 -0.340 0.193
N 1.842 -0.986 0.261
O 0.533 -0.709 0.471
H -2.384 -0.368 1.677
H -4.048 -0.592 0.959
H -3.191 1.004 1.045
H -3.069 -0.402 -1.161
H -1.842 -1.268 -0.305
H -1.562 1.710 -0.796
H 0.830 2.427 -0.266
H 4.573 0.293 1.026
H 4.474 -0.137 -0.842
H 4.235 -1.416 0.598
H 1.899 -2.036 0.146
*
```

The calculation puts the frontier orbital gap (spin up / spin down) at 7.78 / 7.78 eV. For the energy relative to the best compared isomer or geometry (same formula, charge and spin), the calculation gives 387.7 kJ/mol. Its largest force on an atom is 5.1 eV Å⁻¹. The structure (SMILES) is CC/C=C1/C=NC(C)=[NH+]O1.

Atom charges from the Mulliken analysis, given in e for atoms 1 to 2: -1.0974, -0.4346